C5H13N3 | ωB97M-V/def2-TZVPD

Properties
**E**: -362.49685 Ha
**Energy above the lowest of the compared OMol25 structures with the same formula, charge and spin**: 53.6 kcal per mole
**Structure (SMILES)**: [H]/N=C\[C@H](C)N(N)CC
**HOMO-LUMO gap**: 9.0 eV

```
21
Properties=species:S:1:pos:R:3:lowdin_charge:R:1
H -1.004 -0.039 -2.088 0.045
N -1.564 0.749 -1.739 0.107
C -0.930 1.362 -0.793 -0.206
C 0.455 1.011 -0.277 -0.369
C 1.412 0.748 -1.443 -0.068
N 0.500 -0.164 0.630 -0.202
N 1.446 0.104 1.710 0.022
C -0.768 -0.633 1.214 -0.251
C -1.336 -1.786 0.390 -0.096
H -1.430 2.213 -0.295 0.111
H 0.789 1.920 0.245 0.128
H 1.264 -0.254 -1.864 0.077
H 2.456 0.819 -1.118 0.070
H 1.259 1.466 -2.256 0.080
H 2.351 0.407 1.341 0.070
H 1.660 -0.765 2.210 0.077
H -1.507 0.164 1.359 0.107
H -0.592 -1.045 2.217 0.107
H -0.541 -2.411 -0.034 0.076
H -1.965 -1.435 -0.431 0.049
H -1.954 -2.433 1.022 0.067
```